(1)
Entry from OMol25: a 2-piece molecular cluster, C4H12 overall at a distorted geometry (ωB97M-V/def2-TZVPD).

```
16
Properties=species:S:1:pos:R:3:forces:R:3:mulliken_spin:R:1
C 0.06334 1.60880 0.71917 -2.16 -1.07 -1.61 -0.861
C -1.02660 2.21194 -0.30854 2.36 -4.99 1.35 1.131
H -0.02358 0.50558 0.65572 -0.34 0.73 0.17 1.053
H 1.10967 1.75307 0.51278 0.31 0.94 0.13 -0.296
H -0.34473 1.90132 1.66468 0.64 0.19 0.97 -0.154
H -1.09671 3.19791 -0.16854 -1.08 3.70 0.46 -0.200
H -1.85495 1.51502 -0.24735 -0.89 0.74 0.65 -0.395
H -0.72024 1.96167 -1.27029 0.92 0.09 -2.05 -0.273
C 1.21924 -1.66534 -0.28910 0.44 0.01 5.98 0.511
C -0.24967 -2.06352 -0.17516 -0.30 -0.08 1.83 2.489
H 1.33130 -0.68322 0.37944 0.26 -1.98 -1.83 0.215
H 1.89502 -2.43868 0.27622 -1.19 1.20 -0.72 0.055
H 1.71218 -1.58356 -1.18544 0.47 0.49 -2.45 -0.787
H -0.80107 -1.87858 0.83455 1.11 0.96 -1.58 -0.385
H -0.77909 -1.70681 -1.01746 -1.01 0.80 -0.57 0.379
H -0.46559 -3.09503 -0.11254 0.46 -1.73 -0.73 -1.483
```
Positions in Å, forces in eV/Å.

Computed properties:
Gap between HOMO and LUMO (alpha / beta): 2.8 / 11.5 eV
HOMO level (alpha / beta): 1.54 / -7.13 eV
Multiplicity: 2
Total charge: -1
E_LUMO (alpha / beta): 4.322 / 4.397 eV
⟨S²⟩: 0.75


(2)
Entry from OMol25: a 2-piece molecular cluster, C3NO2S overall at a distorted geometry (ωB97M-V/def2-TZVPD).

```
7
Properties=species:S:1:pos:R:3:forces:R:3:lowdin_charge:R:1
C -2.21768 0.08139 -0.38460 -1.57 -1.53 -0.73 -0.535
C -1.51811 1.14543 0.08429 2.42 1.42 1.38 -0.646
C 2.15085 -0.44013 0.14182 -0.77 -0.35 -5.14 -0.648
N -3.04092 -0.66457 -0.74545 0.34 -0.11 -0.05 0.065
O 1.96988 -0.42405 -1.03305 -0.05 0.24 1.57 0.083
O 2.66198 -0.63525 1.13768 0.97 -0.15 3.32 0.147
S -0.00600 0.93719 0.79930 -1.34 0.48 -0.35 0.536
```
Positions in Å, forces in eV/Å.

Computed properties:
Gap between HOMO and LUMO: 6.4 eV
HOMO level: -3.04 eV
Multiplicity: 1
Total charge: -1
E_LUMO: 3.392 eV


no.,total energy (eV)
1,-4339.3813
2,-19530.9311